Entry 1:
ORCA calculation (ωB97M-V/def2-TZVPD) on a molecular structure, C3H2Br2O at a distorted geometry.

The geometry in XYZ format:
```
8
Properties=species:S:1:pos:R:3:mulliken_spin:R:1
C 1.73414 0.41691 1.34369 0.0031
C 1.54571 1.17028 0.40336 -0.0028
C -1.76616 -0.89859 -0.68231 0.3608
O -2.33558 -1.17898 0.28496 -0.0344
Br -2.01166 0.81734 -1.52664 0.9852
Br -0.40197 -1.87599 -1.54818 0.6873
H 1.80122 -0.18467 2.20874 0.0002
H 1.43431 1.73369 -0.48362 0.0006
```

Its expectation value of S² is 2.012. The net charge is 0. The energy above the lowest of the compared OMol25 structures with the same formula, charge and spin is 326.11 kJ/mol. Its spin multiplicity is 3. As for the LUMO energy (alpha / beta): 0.651 / -4.849 eV.



Entry 2:
ORCA calculation (ωB97M-V/def2-TZVPD) on a single C3H2Br2O2 molecule at a distorted geometry.

The geometry in XYZ format:
```
9
Properties=species:S:1:pos:R:3:nbo_charge:R:1
Br -3.02327 0.12449 -0.61343 0.1293
C -1.18306 0.08976 -0.11867 0.2263
C -0.05434 0.60119 -0.61948 -0.3866
C 0.97582 -0.00616 0.33629 0.0377
Br 1.99440 -1.40953 -0.66745 -0.0997
O 0.27165 -0.52183 1.42003 -0.2122
O -1.09474 -0.59734 1.02971 -0.2205
H 0.26484 1.17969 -1.59010 0.2862
H 1.84871 0.53971 0.82311 0.2396
```

The net charge is 0. The energy above the lowest of the compared OMol25 structures with the same formula, charge and spin is 342.18 kJ/mol. As for the structure (SMILES): BrC1=C[C@H](Br)OO1. As for the LUMO energy: 0.321 eV.



Entry 3:
ORCA calculation (ωB97M-V/def2-TZVPD) on a molecular structure, C3H2Br3F at a distorted geometry.

The geometry in XYZ format:
```
9
Properties=species:S:1:pos:R:3:mulliken_spin:R:1
C -1.37249 0.38148 -0.50223 0.2888
C -0.31772 0.65431 0.24344 0.5486
C 1.00182 -0.74521 0.11349 0.3060
F 0.16780 -1.78944 0.08139 0.0235
Br 0.17041 2.15523 1.26660 0.2984
Br 2.12142 -0.50286 -1.37649 0.3784
Br 1.96376 -0.68823 1.79017 0.1141
H -2.18664 0.95197 -0.47987 0.0214
H -1.54837 -0.41726 -1.13652 0.0208
```

Its expectation value of S² is 2.009. The net charge is 0. The energy above the lowest of the compared OMol25 structures with the same formula, charge and spin is 158.00 kJ/mol. Its spin multiplicity is 3. As for the LUMO energy (alpha / beta): 0.272 / -4.273 eV.



Entry 4:
ORCA calculation (ωB97M-V/def2-TZVPD) on a molecular structure, C3H2Br3O2 at a distorted geometry.

The geometry in XYZ format:
```
10
Properties=species:S:1:pos:R:3:nbo_charge:R:1
C 1.13365 -1.44898 -0.31193 0.7688
C 0.69653 0.00334 0.44114 -0.3326
C -0.95916 0.36273 -0.37715 -0.4528
O 0.72336 -1.60266 -1.46088 -0.7479
O 1.75294 -2.20199 0.43717 -0.7240
Br 2.03502 1.49948 0.17732 -0.0751
Br -2.28245 -0.88505 0.34338 0.0159
Br -1.47004 2.18928 -0.19744 0.0396
H 0.64602 -0.04207 1.60450 0.2161
H -0.55551 -0.03274 -1.35470 0.2919
```

The net charge is -1. The energy above the lowest of the compared OMol25 structures with the same formula, charge and spin is 115.73 kJ/mol. As for the LUMO energy: 2.929 eV.



Entry 5:
ORCA calculation (ωB97M-V/def2-TZVPD) on 2 unconnected molecules or ions with the total composition C3H2BrCl3 at a distorted geometry.

The geometry in XYZ format:
```
9
Properties=species:S:1:pos:R:3:nbo_charge:R:1
C 0.45430 -0.54486 -0.61716 -0.3199
C 0.56660 0.19243 0.71619 -0.3180
C -0.71443 0.08007 0.00537 0.0755
Cl 0.51469 -2.29595 -0.63272 0.0204
Cl 1.48556 1.67958 0.74460 0.0493
Cl -1.66223 2.11152 -0.98496 -0.2914
Br -2.24259 -0.75027 0.60868 0.2382
H 0.92907 -0.10730 -1.48381 0.2835
H 0.66903 -0.36522 1.64380 0.2623
```

The net charge is 0. The energy above the lowest of the compared OMol25 structures with the same formula, charge and spin is 188.01 kJ/mol. As for the LUMO energy (alpha / beta): -2.169 / -2.169 eV.



Entry 6:
ORCA calculation (ωB97M-V/def2-TZVPD) on a molecular structure, C3H2BrCl3 at a distorted geometry.

The geometry in XYZ format:
```
9
Properties=species:S:1:pos:R:3:mulliken_spin:R:1
C -0.11060 -0.26783 -0.22715 -0.0973
C -1.35726 -0.75281 -0.10980 0.8868
C -3.51727 0.96588 -0.02879 0.7324
Cl -3.14292 1.80934 1.41306 0.0932
Cl -4.40910 -0.41527 0.24940 0.1039
Cl -3.73227 1.76939 -1.53010 0.0877
Br -2.24155 -2.35678 0.07543 0.1283
H 0.63297 -1.10164 -0.30913 0.0416
H -0.10795 0.78272 -0.36776 0.0236
```

Its expectation value of S² is 2.017. The net charge is 0. The energy above the lowest of the compared OMol25 structures with the same formula, charge and spin is 69.57 kJ/mol. Its spin multiplicity is 3. As for the LUMO energy (alpha / beta): 0.568 / -1.489 eV.



Entry 7:
ORCA calculation (ωB97M-V/def2-TZVPD) on a molecular structure, C3H2BrClO at a distorted geometry.

The geometry in XYZ format:
```
8
Properties=species:S:1:pos:R:3:nbo_charge:R:1
C -0.26443 -1.50623 -0.09209 -0.2303
C -0.39366 1.43624 0.00453 0.2081
C 0.41571 0.30870 -0.00557 -0.1422
O 0.13819 2.49443 0.05102 -0.4840
Cl 0.59616 -2.87602 0.04166 0.1331
Br 2.24007 0.16019 -0.02805 0.1810
H -1.27851 -1.46034 0.20455 0.1817
H -1.45352 1.44303 -0.17604 0.1526
```

The net charge is 0. The energy above the lowest of the compared OMol25 structures with the same formula, charge and spin is 407.58 kJ/mol. As for the LUMO energy (alpha / beta): -0.559 / -1.486 eV.



Entry 8:
ORCA calculation (ωB97M-V/def2-TZVPD) on 2 unconnected molecules or ions with the total composition C3H2BrClO2 at a distorted geometry.

The geometry in XYZ format:
```
9
Properties=species:S:1:pos:R:3:nbo_charge:R:1
O 0.54067 -1.01568 -1.92891 -0.3700
C 0.08664 -1.16294 -0.88159 0.7942
C -0.62132 -0.92223 0.31571 -0.4936
Cl -1.41432 -2.20450 1.15352 0.0463
C -0.83154 0.49778 0.82345 0.4139
O -0.51047 1.49300 0.23128 -0.5452
H -1.53224 0.63938 1.81995 0.1474
Br 2.53978 0.74331 -0.37102 -0.2528
H 1.74280 1.93189 -1.16240 0.2599
```

The net charge is 0. The energy above the lowest of the compared OMol25 structures with the same formula, charge and spin is 162.76 kJ/mol. As for the structure (SMILES): O=C=C(Cl)C=O.Br. As for the LUMO energy: -0.574 eV.



Entry 9:
ORCA calculation (ωB97M-V/def2-TZVPD) on a single C3H2Cl2 molecule at a distorted geometry.

The geometry in XYZ format:
```
7
Properties=species:S:1:pos:R:3:nbo_charge:R:1
C 0.50806 -0.03571 0.96711 0.0466
C -0.22550 0.89853 -0.92782 -0.0034
C -0.31814 -0.45658 -0.25276 -0.7318
Cl 2.00906 -0.91714 0.89838 0.0029
Cl -0.45613 2.22454 -0.00203 0.1506
H -0.29550 -1.18875 -1.02240 0.2450
H -1.22185 -0.52489 0.33951 0.2902
```

The net charge is 0. The energy above the lowest of the compared OMol25 structures with the same formula, charge and spin is 476.04 kJ/mol. As for the LUMO energy (alpha / beta): -1.281 / -1.280 eV.



Entry 10:
ORCA calculation (ωB97M-V/def2-TZVPD) on a single C3H2Cl2F2O molecule at a distorted geometry.

The geometry in XYZ format:
```
10
Properties=species:S:1:pos:R:3:nbo_charge:R:1
O -1.58233 -0.19621 0.99873 -0.6586
C -0.78427 -0.27895 -0.10437 0.0314
C 0.59539 -0.64728 -0.14785 0.2796
F 1.05365 -1.37952 -1.17975 -0.2918
Cl 1.53533 -1.18245 1.31667 -0.0383
C 0.29350 0.74646 -0.43813 0.2467
F 0.77494 1.01312 -1.78030 -0.3269
Cl 0.81077 2.10262 0.60225 0.0198
H -1.24488 0.52149 1.65512 0.4973
H -1.45209 -0.69928 -0.92238 0.2409
```

The net charge is 0. The energy above the lowest of the compared OMol25 structures with the same formula, charge and spin is 140.92 kJ/mol. As for the structure (SMILES): O[C@@H]1[C@](F)(Cl)[C@]1(F)Cl. As for the LUMO energy: 0.003 eV.



Entry 11:
ORCA calculation (ωB97M-V/def2-TZVPD) on a gas-phase ion, C3H2Cl2IN4O (charge +1) at a distorted geometry.

The geometry in XYZ format:
```
13
Properties=species:S:1:pos:R:3:nbo_charge:R:1
O 0.84390 -0.12272 2.38371 -0.4376
C 0.27472 0.74118 1.78882 0.5035
Cl 0.37859 2.43262 2.26149 0.0271
C -0.68961 0.49818 0.63749 -0.3461
N -0.07298 -0.22100 -0.47185 -0.1559
C 1.10195 -0.13561 -1.08115 0.2087
I 2.63405 1.16854 -0.64645 0.4168
N 1.14179 -1.01797 -2.07186 -0.2254
N 0.00758 -1.65393 -2.09778 0.0943
N -0.72219 -1.18600 -1.14935 0.0041
Cl -2.26896 -1.75545 -0.88051 0.3602
H -1.46067 -0.14948 1.02880 0.2780
H -1.16816 1.40166 0.29866 0.2722
```

The net charge is +1. As for the structure (SMILES): O=C(Cl)Cn1c(I)nn[n+]1Cl. As for the LUMO energy: -5.060 eV.



Entry 12:
ORCA calculation (ωB97M-V/def2-TZVPD) on a molecular structure, C3H2Cl2IO2 at a distorted geometry.

The geometry in XYZ format:
```
10
Properties=species:S:1:pos:R:3:mulliken_spin:R:1
C 0.51954 0.94176 -1.05517 -0.0362
C -0.86014 -0.67186 0.35008 0.0009
C 0.48356 0.07130 0.38165 0.2722
O 0.08568 2.07606 -0.97915 0.0848
O 1.11351 0.27736 -1.89919 0.1519
Cl -2.20536 0.52901 0.55387 0.0128
Cl 0.61294 0.90499 1.95256 0.0657
I 1.96167 -1.36508 0.28700 1.4297
H -0.83624 -1.16506 -0.69740 0.0085
H -0.87516 -1.59849 1.10574 0.0096
```

Its expectation value of S² is 2.008. The net charge is -1. The energy above the lowest of the compared OMol25 structures with the same formula, charge and spin is 0.00 kJ/mol. Its spin multiplicity is 3. As for the LUMO energy (alpha / beta): 3.064 / 0.357 eV.